# 1
The following is a DFT calculation (ωB97M-V/def2-TZVPD) of a single C3HCl3O molecule in a non-equilibrium geometry.

ORCA input file:
```
! wB97M-V def2-TZVPD RIJCOSX def2/J DEFGRID3
* xyz 0 1
O 1.424 2.117 0.733
C 1.062 1.127 0.259
C 0.666 -0.283 0.110
Cl 1.167 -1.403 1.346
C 1.285 0.179 -1.216
Cl 0.103 0.316 -2.573
Cl 2.970 -0.161 -1.615
H -0.411 -0.534 -0.251
*
```

Output
Structure (SMILES)   O=C1[C@H](Cl)C1(Cl)Cl
Lowest unoccupied orbital energy   -0.50 eV
Energy above the lowest of the compared OMol25 structures with the same formula, charge and spin   2.566 eV
E_tot   -1570.62469 Eh


# 2
The following is a DFT calculation (ωB97M-V/def2-TZVPD) of a single C2H2ClNO3 molecule in a non-equilibrium geometry.

ORCA input file:
```
! wB97M-V def2-TZVPD RIJCOSX def2/J DEFGRID3
* xyz 0 1
O 0.364 1.764 1.058
C 0.282 0.783 0.401
C -1.149 -0.214 0.010
Cl -0.714 -1.869 -0.101
N 1.381 0.022 -0.224
O 1.836 -0.826 0.486
O 1.556 0.101 -1.445
H -1.850 0.121 0.738
H -1.706 0.117 -0.923
*
```

Output
Structure (SMILES)   O=C(CCl)[N+](=O)[O-]
Lowest unoccupied orbital energy   -0.46 eV
Energy above the lowest of the compared OMol25 structures with the same formula, charge and spin   2.245 eV
E_tot   -817.92655 Eh


# 3
The following is a DFT calculation (ωB97M-V/def2-TZVPD) of a single C2H3NO3 molecule in a non-equilibrium geometry.

ORCA input file:
```
! wB97M-V def2-TZVPD RIJCOSX def2/J DEFGRID3
* xyz 0 1
O 0.023 -2.350 0.286
C 0.656 -1.410 0.586
O 0.280 -0.101 0.504
C -0.581 0.182 -0.380
N -0.712 1.301 -0.762
O 0.286 2.095 -0.351
H 1.605 -1.549 1.171
H -1.598 -0.380 -0.557
H -0.186 3.045 -0.028
*
```

Output
Structure (SMILES)   O=CO/C=N\O
Lowest unoccupied orbital energy   0.68 eV
Energy above the lowest of the compared OMol25 structures with the same formula, charge and spin   4.650 eV
E_tot   -358.35879 Eh


# 4
The following is a DFT calculation (ωB97M-V/def2-TZVPD) of a molecular structure, C46H46BCl3FeN8O2Te in a non-equilibrium geometry.

ORCA input file:
```
! wB97M-V def2-TZVPD RIJCOSX def2/J DEFGRID3
* xyz 1 6
Fe 0.413 -1.268 0.686
C -0.970 -3.328 3.102
C -0.141 -2.146 3.565
C 0.177 -1.739 4.863
C 0.979 -0.638 4.740
C 1.533 0.241 5.863
N 1.200 -0.430 3.398
N 0.509 -1.371 2.669
B 2.133 0.503 2.668
N 1.314 1.674 1.972
N 0.527 1.279 0.928
C -0.083 2.297 0.147
C -0.832 1.716 -0.971
C 0.660 3.813 1.414
C 1.406 2.918 2.289
C 2.326 3.533 3.316
N 3.062 -0.158 1.608
N 2.497 -1.064 0.817
C 3.456 -1.481 0.010
C 3.276 -2.568 -1.043
C 4.668 -0.813 0.312
C 4.328 0.057 1.320
C 5.113 0.992 2.145
H -1.815 -3.497 3.725
H -1.363 -3.197 2.052
H -0.462 -4.305 2.990
H -0.289 -2.078 5.804
H 0.984 0.072 6.831
H 2.619 0.050 6.067
H 1.460 1.281 5.548
H 2.838 0.877 3.633
H -1.865 1.421 -0.796
H -0.787 2.465 -1.740
H -0.249 0.924 -1.404
H 0.816 4.829 1.652
H 2.918 4.319 2.880
H 1.617 3.985 4.000
H 3.000 2.856 3.879
H 2.285 -2.711 -1.489
H 3.984 -2.408 -1.864
H 3.455 -3.588 -0.634
H 5.638 -0.903 -0.163
H 6.035 1.237 1.612
H 4.562 1.949 2.366
H 5.570 0.612 3.026
C -2.724 -3.836 -4.728
C -1.885 -2.987 -3.761
C -0.614 -2.623 -4.070
C 0.147 -1.786 -3.238
C 1.561 -1.459 -3.652
O 2.326 -2.399 -4.033
C 2.040 -0.003 -3.672
C 3.393 0.303 -3.618
C 3.778 1.670 -3.593
C 2.862 2.692 -3.636
C 1.492 2.329 -3.807
C 1.069 1.067 -3.813
C -0.354 -1.404 -1.980
O 0.505 -0.875 -1.121
C -1.693 -1.667 -1.710
C -2.390 -2.453 -2.580
C -2.345 -1.222 -0.479
N -1.625 -1.013 0.568
C -2.352 -0.611 1.825
C -2.905 0.794 1.719
Te -1.906 2.345 2.841
C -0.815 3.201 1.222
C 1.029 3.358 -0.064
C 0.917 4.439 -1.030
C -0.257 5.119 -1.181
C -1.473 4.943 -0.463
C -1.737 4.144 0.577
C -3.795 -0.857 -0.573
C -4.024 0.162 -1.516
C -5.269 0.756 -1.700
C -6.315 0.347 -0.975
C -6.102 -0.685 -0.036
C -4.867 -1.323 0.184
H -2.528 -3.480 -5.762
H -3.815 -3.801 -4.585
H -2.418 -4.902 -4.747
H -0.171 -3.035 -4.907
H 4.082 -0.527 -3.565
H 4.787 1.979 -3.536
H 3.040 3.750 -3.550
H 0.677 3.102 -3.856
H 0.060 0.744 -3.958
H -3.422 -2.637 -2.341
H -1.763 -0.713 2.715
H -3.111 -1.346 1.990
H -3.902 0.824 2.278
H -3.037 1.263 0.754
H 2.020 2.905 -0.057
H 1.811 4.693 -1.624
H -0.168 5.889 -1.895
H -2.307 5.511 -0.858
H -2.753 3.917 0.806
H -3.193 0.431 -2.180
H -5.449 1.490 -2.501
H -7.303 0.780 -1.161
H -7.044 -1.083 0.389
H -4.764 -2.233 0.738
Cl -3.015 -3.893 0.207
C -0.294 -5.668 -0.226
Cl -0.687 -5.923 -1.834
Cl -0.332 -6.891 0.934
C 0.244 -4.427 0.114
N 0.584 -3.397 0.521
*
```

Output
Lowest unoccupied orbital energy (spin up / spin down)   -4.03 / -4.94 eV
Energy above the lowest of the compared OMol25 structures with the same formula, charge and spin   0.000 eV
E_tot   -5305.83466 Eh


# 5
The following is a DFT calculation (ωB97M-V/def2-TZVPD) of 2 unconnected molecules or ions with the total composition C2H4N2O in a non-equilibrium geometry.

ORCA input file:
```
! wB97M-V def2-TZVPD RIJCOSX def2/J DEFGRID3
* xyz 0 1
C 0.751 0.632 -0.294
N -0.188 -0.124 -0.812
O -1.379 0.106 -1.100
H 1.561 0.185 0.276
H 0.700 1.792 -0.272
H 0.113 -1.108 -0.860
C -1.106 -1.475 1.884
N -0.169 -0.800 2.078
H -1.873 -2.160 1.697
*
```

Output
Structure (SMILES)   C=[NH+][O-].C#N
Lowest unoccupied orbital energy   0.94 eV
Energy above the lowest of the compared OMol25 structures with the same formula, charge and spin   3.748 eV
E_tot   -263.22552 Eh


# 6
The following is a DFT calculation (ωB97M-V/def2-TZVPD) of 2 unconnected molecules or ions with the total composition C5H10 in a non-equilibrium geometry.

ORCA input file:
```
! wB97M-V def2-TZVPD RIJCOSX def2/J DEFGRID3
* xyz 0 1
C -1.400 -0.869 -0.827
C -1.753 0.371 -1.189
C -2.583 1.439 -0.419
H -0.496 -1.471 -1.126
H -1.855 -1.191 0.128
H -1.491 0.592 -2.177
H -3.334 1.969 -1.017
H -3.198 1.062 0.413
H -1.883 2.127 0.064
C 3.265 -1.352 0.988
C 2.666 -0.132 1.195
H 4.044 -1.647 1.606
H 3.162 -1.762 -0.015
H 2.656 0.484 2.084
H 2.202 0.382 0.291
*
```

Output
Structure (SMILES)   C=CC.C=C
Lowest unoccupied orbital energy   1.12 eV
Energy above the lowest of the compared OMol25 structures with the same formula, charge and spin   2.844 eV
E_tot   -196.40388 Eh